1.
Density functional theory data (wB97M-V/def2-TZVPD) for an isolated molecule of C3H4N2OS.

XYZ file:
```
11
C3H4N2OS wB97M-V/def2-TZVPD
O -2.04074 -0.10772 -0.75507
N -0.72242 0.03540 -0.39959
N -0.12934 1.26526 -0.16739
C 1.12752 0.98350 0.33986
C 1.34913 -0.40610 0.40761
C 0.12426 -1.05201 0.01856
S -0.72206 -2.49840 -0.17942
H -2.11379 -1.02908 -0.90609
H -0.85129 1.97789 0.02100
H 1.80451 1.71889 0.81060
H 2.17420 -0.88763 0.80994
```

Summary:
SMILES = On1[nH]ccc1=S
highest occupied orbital energy = -7.89 eV

2.
Density functional theory data (wB97M-V/def2-TZVPD) for a cluster of 2 separate species, C3H4N2OS in total.

XYZ file:
```
11
C3H4N2OS wB97M-V/def2-TZVPD
N 2.91772 -0.76106 0.77356
N 2.82192 0.36972 0.67308
S 2.83032 1.89127 0.75504
C -0.24824 0.15145 0.11119
C -1.39365 -0.69288 -0.28739
C -2.36947 -0.33825 -1.09225
O -3.15669 -0.29476 -1.95545
H -0.51603 0.86405 0.97057
H 0.08560 0.94581 -0.59218
H 0.67422 -0.44629 0.29965
H -1.64571 -1.68907 0.34418
```

Summary:
SMILES = N#[N+][S-].CC=C=O
highest occupied orbital energy = -8.79 eV

3.
Density functional theory data (wB97M-V/def2-TZVPD) for an isolated molecule of C3H4N2OS.

XYZ file:
```
11
C3H4N2OS wB97M-V/def2-TZVPD
O 0.17325 2.11986 -0.08509
C -0.07592 0.78012 -0.00325
N -1.31139 0.15332 -0.14216
C -1.06791 -1.19809 -0.03052
N 0.18777 -1.43683 0.10777
C 0.83684 -0.23282 0.06156
S 2.62149 -0.05294 -0.07773
H -0.13175 2.55997 0.75103
H -2.21732 0.53018 -0.22462
H -1.90722 -1.85874 -0.22413
H 2.89217 -1.36403 -0.13286
```

Summary:
SMILES = Oc1[nH]cnc1S
highest occupied orbital energy = -8.02 eV

4.
Density functional theory data (wB97M-V/def2-TZVPD) for a cluster of 2 separate species, C3H4N2OS in total.

XYZ file:
```
11
C3H4N2OS wB97M-V/def2-TZVPD
C 1.23276 0.43198 -0.47729
C 2.04576 -0.29035 0.46834
C -0.02659 0.27373 0.03431
N -0.09706 -0.33374 1.20675
N 1.19761 -0.71582 1.44579
O -3.42077 -0.16353 -1.50309
S -3.41377 0.98070 -0.33793
H 1.51501 1.12286 -1.26976
H 3.14284 -0.29656 0.43052
H 1.46934 -1.45826 2.20347
H -3.64511 0.44899 -2.20110
```

Summary:
highest occupied orbital energy (alpha / beta) = -9.22 / -8.84 eV

Of them, 3 has the highest stability.

1.
Density functional theory data (wB97M-V/def2-TZVPD) for an isolated molecule of C3H4N2OS.

XYZ file:
```
11
C3H4N2OS wB97M-V/def2-TZVPD
C -0.50716 -0.10644 -0.37651
C 0.88643 1.38091 1.39856
C -1.32997 -0.89847 -1.23586
N -0.72865 0.96641 0.15818
N 1.63223 0.36220 1.04461
O 1.00542 2.28134 2.14140
S 1.13295 -1.00256 -0.01913
H -2.38933 -0.64281 -1.14984
H -1.10953 -1.88681 -1.24905
H -1.10603 -0.65170 -2.26915
H 2.51364 0.19793 1.55681
```

Summary:
highest occupied orbital energy = -9.10 eV

2.
Density functional theory data (wB97M-V/def2-TZVPD) for an isolated molecule of C3H4N2OS.

XYZ file:
```
11
C3H4N2OS wB97M-V/def2-TZVPD
C 1.70599 -0.27144 -1.00926
C 0.44963 -0.73219 -0.67322
C -0.80365 0.02036 -0.19663
N 0.37608 -2.13841 -0.69703
N 1.35720 -2.80289 -0.86849
O 3.07618 -2.24999 -2.76651
S 2.90486 -1.90930 -1.38306
H 2.11627 0.67783 -1.15784
H -1.17088 0.84228 -0.88655
H -0.55997 0.36629 0.84998
H -1.60917 -0.74712 -0.12401
```

Summary:
highest occupied orbital energy = -9.02 eV

3.
Density functional theory data (wB97M-V/def2-TZVPD) for an isolated molecule of C3H4N2OS.

XYZ file:
```
11
C3H4N2OS wB97M-V/def2-TZVPD
C -0.18698 -0.06784 0.94691
C 0.12749 0.50254 -1.51646
C 1.29823 0.98278 -2.25370
N 0.29942 0.17494 -0.18637
N -1.29729 -1.26424 3.18547
O -0.93599 0.40399 -2.16981
S -1.15484 -1.58584 1.57425
H -0.07230 0.59458 1.73094
H 2.35615 0.95712 -1.86266
H 1.06927 1.37469 -3.23437
H -1.50314 -2.07272 3.78581
```

Summary:
highest occupied orbital energy (alpha / beta) = -9.15 / -8.95 eV

Of them, 1 has the highest stability.

1.
Density functional theory data (wB97M-V/def2-TZVPD) for an isolated molecule of C3H4N2OS.

XYZ file:
```
11
C3H4N2OS wB97M-V/def2-TZVPD
O -2.41897 -0.99101 -0.21174
C -1.36802 -0.29046 -0.10681
N -1.13027 1.06367 -0.24197
C 0.24327 1.22859 -0.01335
C 0.79058 -0.10842 -0.06460
S 2.54410 -0.28126 -0.23967
N -0.16094 -0.95222 -0.01579
H -1.92222 1.55080 0.41052
H 0.66145 2.18130 -0.15055
H 2.83549 -1.37878 0.90222
H -0.07447 -2.02221 -0.26826
```

Summary:
SMILES = O=c1[nH]cc(S)[nH]1
highest occupied orbital energy = -7.89 eV

2.
Density functional theory data (wB97M-V/def2-TZVPD) for a cluster of 2 separate species, C3H4N2OS in total.

XYZ file:
```
11
C3H4N2OS wB97M-V/def2-TZVPD
C 1.32726 -0.21525 1.23626
C 0.44799 0.66589 1.12483
C -0.68770 -0.46394 -1.64401
N 2.46810 -0.63794 1.20682
N -0.93999 0.72774 -2.04890
O -2.06803 0.59270 1.74851
S -1.04006 1.33941 1.02423
H -0.94413 -1.21015 -2.45012
H 2.51839 -1.40708 1.86561
H -0.33382 -0.83054 -0.68440
H -0.74802 1.43914 -1.37884
```

Summary:
highest occupied orbital energy = -9.93 eV

3.
Density functional theory data (wB97M-V/def2-TZVPD) for an isolated molecule of C3H4N2OS.

XYZ file:
```
11
C3H4N2OS wB97M-V/def2-TZVPD
C -0.63922 -0.73336 0.16868
N 0.60371 -0.06688 -0.06456
N 0.80414 1.18648 0.00337
C 2.01759 1.53234 0.02756
S 3.16541 0.15980 -0.02839
C 1.78053 -0.84365 0.00988
O 1.65824 -2.29100 -0.11640
H -0.87208 -1.66911 -0.43016
H -0.60498 -0.92393 1.30645
H -1.39725 -0.05575 -0.04506
H 2.38131 2.50487 0.27930
```

Summary:
SMILES = Cn1ncsc1=O
highest occupied orbital energy = -9.01 eV

Of them, 1 has the highest stability.